(1)
Here is C31H48Cl3N6O4SSbSi4V as an isolated structure from OMol25. Energies are from ωB97M-V/def2-TZVPD.

Element x y z (Å)
V (11.950, 9.314, 11.319)
N (10.636, 10.156, 12.848)
C (9.201, 10.226, 12.436)
C (8.984, 9.439, 11.218)
O (7.887, 9.028, 10.840)
O (10.089, 9.144, 10.586)
H (10.611, 9.421, 13.514)
H (10.987, 11.028, 13.305)
H (9.000, 11.302, 12.248)
H (8.510, 9.784, 13.190)
S (7.971, 7.369, 8.168)
C (7.750, 6.203, 6.947)
C (7.722, 4.948, 7.445)
N (7.972, 4.881, 8.776)
C (8.078, 6.099, 9.277)
H (7.619, 6.445, 5.899)
H (7.744, 4.051, 6.877)
H (8.227, 6.263, 10.320)
C (10.480, 9.979, 7.375)
Si (10.060, 11.588, 8.246)
C (8.441, 11.913, 9.037)
C (10.365, 13.008, 7.015)
Sb (11.808, 11.978, 10.160)
Si (11.202, 14.287, 11.142)
C (12.770, 14.737, 11.993)
C (9.799, 14.308, 12.336)
C (10.822, 15.485, 9.818)
Si (13.908, 12.622, 8.804)
C (13.901, 11.793, 7.148)
C (15.511, 12.083, 9.655)
C (14.250, 14.480, 8.593)
H (9.867, 9.837, 6.456)
H (10.420, 9.118, 8.085)
H (11.512, 10.045, 7.008)
H (7.738, 12.132, 8.262)
H (8.430, 12.820, 9.653)
H (7.963, 11.112, 9.579)
H (11.458, 13.363, 6.991)
H (9.670, 13.839, 7.219)
H (10.114, 12.578, 6.002)
H (13.011, 13.861, 12.667)
H (12.705, 15.712, 12.514)
H (13.486, 14.863, 11.160)
H (10.287, 14.200, 13.285)
H (9.084, 13.526, 12.152)
H (9.258, 15.229, 12.466)
H (11.726, 15.530, 9.229)
H (10.656, 16.395, 10.360)
H (10.105, 15.473, 9.029)
H (14.090, 10.709, 7.330)
H (14.699, 12.155, 6.555)
H (12.954, 11.836, 6.542)
H (15.721, 11.061, 9.423)
H (15.532, 12.339, 10.690)
H (16.332, 12.630, 9.155)
H (13.482, 15.227, 8.538)
H (14.885, 14.615, 7.717)
H (14.779, 14.756, 9.495)
N (12.781, 8.524, 9.659)
C (13.096, 8.248, 8.592)
N (13.433, 7.837, 7.399)
C (14.581, 8.297, 6.857)
N (15.492, 8.799, 6.352)
Cl (11.657, 5.251, 10.964)
Si (11.870, 6.952, 12.211)
Cl (9.949, 6.818, 13.172)
Cl (13.115, 6.224, 13.703)
C (11.559, 13.407, 16.694)
C (11.609, 11.899, 16.752)
C (10.432, 11.140, 16.667)
C (10.418, 9.794, 16.415)
C (11.686, 9.143, 16.280)
C (12.804, 9.947, 16.331)
N (13.970, 9.291, 15.977)
C (15.105, 9.832, 15.307)
C (16.419, 9.619, 15.804)
C (17.512, 10.330, 15.252)
C (17.439, 10.975, 14.045)
C (16.177, 11.022, 13.451)
C (15.040, 10.487, 14.062)
C (13.720, 10.668, 13.299)
O (12.923, 11.597, 13.539)
O (13.433, 9.770, 12.426)
C (12.819, 11.265, 16.731)
C (14.082, 11.998, 16.901)
H (10.550, 13.741, 16.871)
H (11.682, 13.552, 15.662)
H (12.369, 13.943, 17.121)
H (9.523, 11.586, 16.591)
H (9.478, 9.222, 16.383)
H (11.770, 8.157, 15.969)
H (13.864, 8.359, 15.825)
H (16.581, 8.946, 16.638)
H (18.541, 10.219, 15.779)
H (18.260, 11.491, 13.522)
H (16.085, 11.682, 12.627)
H (14.414, 12.518, 15.961)
H (14.990, 11.476, 17.201)
H (13.895, 12.721, 17.618)

Properties
**Energy relative to the best compared isomer or geometry (same formula, charge and spin)**: 21.1 kcal per mole
**Net charge**: -1
**LUMO level (alpha / beta)**: 2.13 / 2.16 eV
**Expectation value of S²**: 2.018
**HOMO-LUMO gap (alpha / beta)**: 7.85 / 7.87 eV
**HOMO (alpha / beta)**: -5.725 / -5.706 eV
**Spin multiplicity**: 3

=====

(2)
Here is a 2-piece molecular cluster, C31H48F4INO6S3 overall from OMol25. Energies are from ωB97M-V/def2-TZVPD.

Element x y z (Å)
C (1.004, -2.745, 4.719)
C (0.717, -2.866, 3.201)
S (-0.372, -1.453, 2.766)
C (-0.064, -1.123, 0.986)
C (-1.221, -0.814, 0.019)
C (-0.611, -1.134, -1.417)
C (0.902, -0.923, -1.646)
C (1.786, -2.188, -1.657)
C (3.167, -1.674, -2.195)
C (3.865, -0.857, -1.068)
C (5.179, -1.479, -0.531)
O (4.915, -2.144, 0.726)
C (5.141, -1.373, 1.800)
C (5.188, -2.152, 3.120)
O (5.265, -0.165, 1.792)
C (-2.442, -1.776, 0.159)
F (-1.982, -3.064, 0.139)
C (-3.282, -1.709, 1.466)
C (-4.710, -2.331, 1.340)
C (-4.721, -3.841, 1.191)
F (-4.498, -4.275, -0.052)
F (-5.991, -4.263, 1.488)
F (-3.933, -4.468, 2.073)
O (-3.340, -1.672, -0.916)
C (-3.582, -0.389, -1.445)
S (-5.378, -0.352, -1.837)
C (-2.985, 0.871, -0.731)
C (-3.969, 1.896, -0.092)
C (-4.992, 1.434, 0.980)
C (-6.426, 1.944, 0.572)
I (-4.734, 2.393, 2.928)
N (-1.683, 0.632, 0.016)
S (-1.695, 1.360, 1.666)
O (-0.606, 1.267, -0.640)
C (-0.335, 2.632, -0.453)
O (-1.045, 3.494, -0.914)
C (0.954, 3.074, 0.174)
C (1.089, 4.406, 0.553)
C (2.259, 4.819, 1.139)
C (3.327, 3.957, 1.349)
C (3.205, 2.631, 0.979)
C (2.022, 2.227, 0.397)
H (1.951, -2.232, 4.917)
H (0.922, -3.701, 5.243)
H (0.221, -2.095, 5.143)
H (1.635, -2.881, 2.605)
H (0.153, -3.791, 3.042)
H (0.340, -2.083, 0.648)
H (0.697, -0.339, 0.940)
H (-0.842, -2.169, -1.705)
H (-1.117, -0.542, -2.195)
H (1.007, -0.544, -2.677)
H (1.356, -0.137, -1.048)
H (1.989, -2.581, -0.649)
H (1.434, -2.938, -2.377)
H (3.790, -2.488, -2.587)
H (2.983, -0.954, -3.009)
H (4.105, 0.152, -1.430)
H (3.168, -0.733, -0.225)
H (5.998, -0.756, -0.471)
H (5.497, -2.232, -1.264)
H (4.783, -1.560, 3.942)
H (6.224, -2.468, 3.277)
H (4.544, -3.033, 2.981)
H (-2.796, -2.367, 2.193)
H (-3.373, -0.731, 1.946)
H (-5.171, -2.130, 2.319)
H (-5.339, -1.823, 0.605)
H (-3.132, -0.431, -2.446)
H (-5.570, 0.791, -2.533)
H (-2.635, 1.476, -1.580)
H (-4.571, 2.241, -0.944)
H (-3.491, 2.821, 0.249)
H (-5.116, 0.358, 1.098)
H (-6.597, 1.896, -0.506)
H (-6.515, 3.001, 0.853)
H (-7.158, 1.362, 1.140)
H (-0.398, 1.270, 2.071)
H (0.268, 5.105, 0.415)
H (2.333, 5.861, 1.445)
H (4.257, 4.275, 1.815)
H (3.987, 1.890, 1.137)
H (1.926, 1.178, 0.121)
C (0.978, 2.715, -3.509)
C (2.408, 2.140, -3.543)
C (2.956, 2.264, -4.976)
O (2.349, 0.821, -3.190)
H (0.303, 2.171, -4.177)
H (0.604, 2.638, -2.496)
H (0.949, 3.773, -3.808)
H (3.026, 2.827, -2.918)
H (2.342, 1.710, -5.690)
H (3.978, 1.885, -5.036)
H (2.976, 3.315, -5.303)

Properties
**LUMO level**: -1.46 eV
**HOMO-LUMO gap**: 4.30 eV
**HOMO**: -5.759 eV

=====

(3)
Here is C31H48N2O6P2Ti as an isolated structure from OMol25. Energies are from ωB97M-V/def2-TZVPD.

Element x y z (Å)
Ti (0.147, -0.312, -0.222)
C (0.366, -2.440, 0.491)
C (1.482, -2.227, -0.458)
C (1.690, -0.654, 1.299)
C (0.551, -1.525, 1.596)
C (2.304, -1.092, 0.047)
C (-0.498, -3.687, 0.505)
H (-0.765, -4.066, -0.504)
H (-1.457, -3.564, 1.042)
H (0.020, -4.532, 1.013)
C (-0.122, -1.612, 2.918)
H (-0.957, -2.330, 2.961)
H (-0.529, -0.644, 3.269)
H (0.587, -1.927, 3.707)
C (2.312, 0.322, 2.257)
H (3.127, -0.145, 2.852)
H (1.592, 0.718, 2.996)
H (2.764, 1.216, 1.778)
C (3.768, -0.851, -0.188)
H (4.360, -1.575, 0.414)
H (4.113, 0.143, 0.162)
H (4.165, -0.955, -1.219)
C (2.010, -3.392, -1.177)
H (2.369, -4.146, -0.440)
H (2.887, -3.199, -1.813)
H (1.261, -3.944, -1.780)
C (-0.527, -0.666, -4.015)
C (-0.275, -1.979, -3.737)
C (0.236, -2.934, -4.766)
C (1.734, -2.691, -5.079)
C (2.338, -1.531, -4.327)
C (2.076, -0.256, -4.669)
C (1.125, 0.112, -5.767)
C (-0.361, -0.083, -5.381)
H (-0.355, -2.853, -5.691)
H (1.817, -2.490, -6.160)
H (0.075, -3.974, -4.416)
H (-0.859, -0.711, -6.134)
H (-0.811, 0.089, -3.282)
H (-0.372, -2.443, -2.753)
H (-0.890, 0.889, -5.422)
H (1.326, 1.139, -6.115)
H (2.724, 0.557, -4.314)
H (1.333, -0.505, -6.655)
H (2.329, -3.611, -4.958)
H (3.195, -1.741, -3.668)
P (-2.352, -0.533, -0.208)
C (-2.998, -0.930, 1.466)
H (-4.096, -0.850, 1.431)
H (-2.658, -0.259, 2.272)
H (-2.767, -1.964, 1.768)
C (-3.384, 0.912, -0.591)
H (-4.431, 0.682, -0.319)
H (-3.371, 1.161, -1.663)
H (-3.086, 1.815, -0.030)
C (-3.283, -1.828, -1.068)
H (-3.329, -1.665, -2.154)
H (-4.327, -1.819, -0.700)
H (-2.888, -2.842, -0.893)
P (0.894, 1.922, -1.040)
C (2.699, 2.223, -1.117)
H (2.866, 3.115, -1.747)
H (3.327, 1.415, -1.502)
H (3.123, 2.460, -0.116)
C (0.023, 2.950, -2.264)
H (0.388, 2.798, -3.289)
H (0.186, 4.026, -2.054)
H (-1.076, 2.801, -2.260)
C (0.803, 3.286, 0.192)
H (1.355, 4.158, -0.198)
H (1.259, 3.023, 1.154)
H (-0.225, 3.612, 0.371)
O (-1.789, 2.584, 1.427)
C (-1.096, 1.789, 2.103)
O (-0.408, 0.865, 1.569)
C (-1.188, 2.064, 3.640)
C (-0.449, 1.433, 4.651)
C (-0.678, 1.716, 6.026)
C (-1.635, 2.632, 6.420)
C (-2.369, 3.285, 5.428)
C (-2.150, 3.008, 4.054)
N (-3.397, 4.266, 5.830)
O (-3.558, 4.463, 7.058)
O (-4.043, 4.835, 4.928)
N (0.113, 0.992, 7.055)
O (0.967, 0.164, 6.670)
O (-0.135, 1.259, 8.250)
H (0.326, 0.701, 4.463)
H (-1.806, 2.834, 7.463)
H (-2.763, 3.541, 3.332)

Properties
**Net charge**: +2
**LUMO level**: -8.43 eV
**HOMO-LUMO gap**: 5.69 eV
**HOMO**: -14.114 eV

=====

| no. | largest force on an atom (eV/Å) |
| --- | --- |
| 1 | 4.4 |
| 2 | 3.5 |
| 3 | 4.4 |